No. 1
{"formula": "C29H22NO3S", "method": "ωB97M-V/def2-TZVPD", "de_lowest_kj_mol": 517.1, "charge": -1, "homo_lumo_gap_ev": 4.900, "homo_ev": -2.63, "lumo_energy_ev": 2.3, "species": ["N", "C", "C", "C", "C", "C", "C", "C", "C", "C", "C", "C", "C", "C", "C", "O", "C", "C", "H", "H", "H", "H", "H", "H", "H", "H", "H", "H", "H", "C", "C", "C", "C", "S", "C", "C", "C", "C", "C", "C", "C", "O", "O", "C", "C", "H", "H", "H", "H", "H", "H", "H", "H", "H", "H", "H"], "positions_angstrom": [[7.394, -0.348, 0.149], [6.274, -0.003, 0.180], [4.875, 0.309, 0.243], [4.268, 1.411, -0.408], [2.853, 1.526, -0.432], [1.957, 0.642, 0.250], [0.505, 0.765, -0.098], [-0.805, 0.923, 0.408], [-1.827, 1.920, 0.152], [-1.996, 2.734, -1.066], [-1.246, 2.622, -2.250], [-1.486, 3.496, -3.321], [-2.519, 4.436, -3.263], [-3.342, 4.498, -2.121], [-3.056, 3.658, -1.039], [-2.666, 2.086, 1.099], [2.650, -0.317, 1.072], [4.044, -0.548, 0.983], [4.899, 2.156, -0.889], [2.432, 2.386, -0.939], [0.532, 1.395, -1.110], [-1.373, 0.199, 1.077], [-0.484, 1.861, -2.361], [-0.835, 3.426, -4.201], [-2.695, 5.135, -4.093], [-4.185, 5.199, -2.069], [-3.692, 3.721, -0.154], [2.232, -0.912, 1.904], [4.499, -1.389, 1.517], [-2.337, -1.622, 5.202], [-2.254, -2.878, 4.587], [-1.997, -2.974, 3.214], [-1.829, -1.812, 2.450], [-1.427, -2.010, 0.696], [0.018, -0.982, 0.222], [0.490, -1.693, -0.982], [1.571, -2.567, -0.979], [2.033, -3.135, -2.163], [1.424, -2.756, -3.384], [0.347, -1.842, -3.406], [-0.106, -1.311, -2.194], [-1.043, -3.388, 0.475], [-2.470, -1.364, -0.076], [-2.101, -0.564, 3.035], [-2.253, -0.470, 4.420], [-2.479, -1.544, 6.282], [-2.379, -3.784, 5.181], [-1.940, -3.949, 2.732], [0.706, -0.937, 1.100], [1.952, -2.899, -0.006], [2.820, -3.922, -2.129], [1.803, -3.169, -4.330], [-0.181, -1.607, -4.339], [-0.998, -0.698, -2.164], [-2.252, 0.367, 2.473], [-2.323, 0.524, 4.867]], "atomic_forces_ev_per_a": [[-2.373, 0.867, 0.061], [2.278, -0.654, -0.143], [-1.029, -0.020, -0.073], [-1.039, -0.434, 0.248], [1.151, -0.508, 0.490], [1.850, 0.632, 0.941], [-0.673, -1.448, -2.306], [-4.370, 3.596, 1.897], [1.817, -1.098, 2.423], [-0.361, 0.465, -0.799], [-0.531, 0.653, -0.117], [0.056, -0.155, 0.182], [-0.272, 0.229, 0.161], [0.680, -0.373, -0.263], [-0.340, 0.539, -0.336], [-0.572, -0.174, -0.790], [0.715, -0.114, 0.406], [-0.526, 0.716, -0.251], [-0.263, -0.153, -0.012], [-0.082, -0.107, -0.212], [0.161, -1.981, 1.784], [1.758, 1.915, -0.920], [-0.150, 0.126, -0.075], [-0.371, 0.067, 0.253], [0.126, -0.424, 0.324], [0.430, -0.309, -0.048], [0.431, -0.238, -0.139], [-0.265, 0.419, -0.854], [-0.289, 0.398, -0.069], [0.212, -0.153, -0.251], [-0.063, 0.246, -0.072], [0.294, 0.056, 0.179], [-0.388, -0.086, 0.336], [-0.961, 1.942, -0.937], [3.802, -1.654, 0.422], [0.859, 0.504, -0.964], [-0.136, -0.688, 0.268], [-0.197, -0.040, -0.728], [0.263, 0.019, 0.127], [0.310, -0.498, 0.666], [0.029, -0.984, -0.564], [-0.280, 0.430, 0.477], [-0.582, -1.318, 0.304], [-0.005, 0.288, 0.117], [-0.149, -0.352, -0.004], [0.035, -0.061, -0.317], [0.031, 0.238, -0.215], [0.199, 0.271, 0.113], [-1.011, -1.241, -0.884], [0.018, 0.168, -0.494], [-0.599, 0.849, -0.161], [-0.251, 0.111, 0.491], [0.396, -0.031, 0.374], [0.097, 0.247, 0.017], [0.298, -0.367, 0.066], [-0.170, -0.331, -0.131]], "mulliken_charge": [-0.5902, 0.0621, 0.4407, -1.0171, -0.4308, 0.6288, 1.4677, 0.8826, 0.4278, 0.4966, 0.1167, -1.0347, -0.2782, -0.5326, -0.7432, -0.9064, -0.0524, -0.8480, 0.4040, 0.4657, -1.1565, -1.6997, 0.5366, 0.3502, 0.3286, 0.3411, 0.3657, 0.4061, 0.4101, -0.3343, -0.5255, -0.4295, 0.2479, 1.7318, 0.3995, -0.4191, 0.1529, -0.8943, -0.3818, -0.9748, -0.1807, -0.7424, -0.6439, -0.0848, -0.7791, 0.3615, 0.3590, 0.4356, -0.0632, 0.3795, 0.3360, 0.3522, 0.3895, 0.5099, 0.5573, 0.3998]}



No. 2
{"formula": "C29H23Cl4FIrN3O7S", "method": "ωB97M-V/def2-TZVPD", "homo_lumo_gap_ev": [3.405, 3.404], "homo_ev": [-5.24, -5.24], "lumo_energy_ev": [-1.8, -1.8], "species": ["Ir", "C", "C", "N", "C", "C", "C", "O", "O", "C", "O", "C", "C", "C", "F", "C", "C", "C", "N", "C", "C", "N", "C", "C", "H", "H", "H", "H", "H", "H", "H", "H", "H", "H", "H", "H", "H", "H", "H", "H", "H", "H", "Cl", "C", "C", "Cl", "C", "Cl", "C", "O", "C", "O", "C", "Cl", "O", "C", "O", "C", "C", "C", "C", "S", "C", "C", "H", "H", "H", "H", "H"], "positions_angstrom": [[-0.390, 2.306, -3.873], [-0.294, -5.072, -2.688], [1.083, -4.407, -2.689], [0.933, -2.975, -2.552], [0.720, -2.265, -3.700], [0.313, -0.966, -3.717], [0.082, -0.376, -5.086], [0.185, -1.099, -6.061], [-0.243, 0.865, -5.149], [0.083, -0.272, -2.488], [-0.272, 0.985, -2.409], [0.216, -1.033, -1.292], [-0.089, -0.451, -0.034], [-0.040, -1.214, 1.110], [-0.376, -0.662, 2.309], [0.353, -2.541, 1.090], [0.699, -3.117, -0.156], [0.620, -2.398, -1.331], [0.399, -3.426, 2.204], [0.737, -2.950, 3.526], [1.501, -4.123, 4.207], [1.404, -5.257, 3.257], [-0.012, -5.634, 3.047], [-0.640, -4.439, 2.283], [-0.215, -6.147, -2.829], [-0.890, -4.648, -3.493], [-0.803, -4.866, -1.748], [1.593, -4.599, -3.634], [1.711, -4.803, -1.887], [0.887, -2.782, -4.632], [-0.380, 0.586, 0.005], [1.019, -4.146, -0.157], [-0.148, -2.671, 4.113], [1.363, -2.063, 3.449], [1.060, -4.400, 5.164], [2.553, -3.880, 4.357], [2.012, -6.045, 3.480], [1.617, -4.752, 2.346], [-0.499, -5.798, 4.008], [-0.068, -6.551, 2.460], [-1.539, -4.080, 2.802], [-0.927, -4.717, 1.268], [-0.962, 9.034, -2.988], [-0.818, 7.471, -3.676], [-0.767, 7.336, -5.070], [-0.822, 8.737, -6.053], [-0.665, 6.083, -5.659], [-0.636, 5.910, -7.368], [-0.593, 4.938, -4.848], [-0.483, 3.732, -5.274], [-0.641, 5.075, -3.405], [-0.575, 3.960, -2.757], [-0.758, 6.357, -2.846], [-0.820, 6.541, -1.141], [-1.298, 4.020, 6.655], [-0.489, 3.192, 5.961], [0.131, 2.335, 6.542], [-0.419, 3.371, 4.496], [-1.343, 4.101, 3.739], [-1.260, 4.112, 2.366], [-0.241, 3.415, 1.700], [-0.157, 3.399, -0.018], [0.712, 2.727, 2.465], [0.614, 2.698, 3.833], [-1.718, 4.679, 6.087], [-2.160, 4.640, 4.209], [-1.983, 4.656, 1.778], [1.507, 2.210, 1.953], [1.326, 2.157, 4.439]], "atomic_forces_ev_per_a": [[-0.313, 2.417, 0.162], [0.267, 0.087, 0.037], [-0.135, -0.729, -0.004], [-0.271, 0.773, -0.682], [0.133, -0.013, 1.100], [0.031, 0.177, -0.094], [0.025, -0.460, 0.001], [0.049, 0.001, 0.158], [-0.003, 0.174, -0.750], [-0.769, 2.876, -1.184], [0.810, -3.126, 0.658], [-0.012, -0.571, 1.918], [0.175, -0.587, -0.634], [-0.122, 0.637, 0.640], [0.130, -0.366, -0.672], [0.356, -0.892, -1.533], [-0.282, 0.363, 1.454], [-0.099, 0.828, -0.542], [-0.329, 0.600, -0.354], [0.058, 0.324, 0.287], [0.117, 0.510, 0.482], [0.283, -0.190, -0.231], [-0.645, -0.251, -0.056], [-0.220, 0.026, -0.176], [-0.007, -0.072, -0.007], [-0.112, -0.066, -0.076], [-0.112, -0.066, 0.038], [0.036, 0.042, 0.119], [0.045, 0.113, -0.192], [-0.013, -0.002, -0.123], [-0.076, 0.617, 0.049], [0.019, -0.096, 0.013], [0.095, -0.044, -0.095], [0.020, -0.086, 0.060], [0.042, -0.098, -0.081], [-0.066, -0.117, -0.040], [-0.059, 0.207, -0.083], [0.195, -0.499, 0.396], [0.198, -0.028, -0.027], [0.135, 0.038, 0.112], [0.138, 0.004, -0.038], [0.013, -0.074, 0.135], [-0.006, 0.162, 0.085], [0.027, -0.549, 0.707], [0.069, -0.662, -0.533], [-0.028, 0.120, -0.158], [-0.038, 0.509, -0.075], [0.042, -0.164, -0.021], [-0.095, 0.289, 1.325], [0.075, -0.756, 0.076], [-0.012, -0.070, -1.513], [0.237, -1.238, -0.729], [-0.067, 0.745, 0.374], [-0.015, -0.072, -0.230], [-0.290, 0.173, 0.505], [0.127, -0.071, -0.853], [-0.031, 0.026, 0.487], [0.014, -0.016, 0.362], [0.125, -0.132, 0.013], [-0.097, 0.140, 0.435], [0.191, -0.098, -1.028], [-0.091, -0.446, 0.229], [-0.095, -0.018, 0.584], [-0.078, -0.003, 0.066], [0.232, -0.183, -0.105], [-0.065, 0.003, 0.029], [-0.071, 0.035, -0.091], [0.164, -0.045, -0.104], [0.051, -0.060, 0.020]], "mulliken_charge": [1.0653, -0.8916, -0.9174, 0.0596, -0.1322, -0.4200, 0.5756, -0.7022, -0.6402, 1.4536, -0.9287, 0.4769, -0.3211, 0.3408, -0.3533, -1.2729, -0.6762, 0.1577, 0.2898, -0.4552, -0.8542, -0.0840, -0.5945, -0.3690, 0.3956, 0.3176, 0.2475, 0.4975, 0.3558, 0.5564, 0.3852, 0.2864, 0.4430, 0.4051, 0.3324, 0.3876, 0.2778, 0.4294, 0.3064, 0.3708, 0.3914, 0.2481, -0.1880, 0.2372, 0.4122, -0.1909, 0.0982, -0.1954, 0.1652, -0.7482, 0.0634, -0.5563, 0.4164, -0.1050, -0.4829, 0.7426, -0.6210, 0.7284, -0.5367, -1.0203, 0.1476, -0.3734, -0.6980, -0.4184, 0.2858, 0.1401, 0.4069, 0.4479, 0.4021]}



Number 2 is which compound?
C29H23Cl4FIrN3O7S